(1)
{"formula": "C2H3NP2", "method": "ωB97M-V with the def2-TZVPD basis set", "smiles": "C1=NC=P#[PH]1", "orbital_gap_ev": 8.3, "lumo_ev": -0.59, "homo_ev": -8.886, "species": ["C", "C", "N", "P", "P", "H", "H", "H"], "xyz": [[-0.49004, -0.34485, -0.89226], [1.17945, -0.51939, 0.57285], [0.62057, -1.00036, -0.51101], [0.65647, 0.92121, 1.43502], [-0.81667, 1.14819, -0.05167], [-0.95051, -0.62100, -1.88063], [1.98609, -1.00877, 0.97671], [-2.18537, 1.42497, 0.35099]]}

=====

(2)
{"formula": "C19H24N2O3S", "method": "ωB97M-V with the def2-TZVPD basis set", "orbital_gap_ev": 8.6, "lumo_ev": -0.08, "homo_ev": -8.635, "species": ["C", "C", "C", "C", "N", "C", "O", "C", "C", "C", "C", "C", "C", "H", "H", "S", "O", "O", "N", "C", "H", "H", "H", "C", "H", "H", "H", "H", "H", "C", "C", "C", "C", "C", "C", "H", "H", "H", "H", "H", "H", "H", "H", "H", "H", "H", "H", "H", "H"], "xyz": [[-6.43998, 0.82551, -0.76489], [-5.63228, 0.57539, 0.35249], [-4.16795, 0.55584, -0.12341], [-3.15864, 0.32618, 1.13142], [-1.71707, 0.71068, 0.82542], [-0.95371, 1.52829, 1.54355], [-1.43113, 2.29685, 2.40824], [0.46519, 1.54904, 0.98566], [0.90637, 1.82812, -0.29106], [2.15594, 1.74375, -0.51599], [3.16421, 1.14045, 0.32309], [2.82495, 1.05046, 1.58592], [1.36730, 1.38977, 2.08323], [1.04266, 0.89919, 3.06496], [3.48606, 0.89649, 2.35860], [4.86082, 0.88837, 0.03709], [5.62242, 1.09306, 1.19275], [5.15743, 1.68739, -1.15556], [4.56853, -0.72452, -0.65479], [3.95311, -1.01059, -1.68069], [4.22647, -0.05951, -2.52218], [4.32597, -2.03615, -2.10322], [2.84201, -1.02443, -1.58848], [4.48078, -1.72958, 0.64736], [4.71218, -2.59348, -0.05561], [3.26754, -1.61737, 0.79742], [5.00634, -1.11402, 1.48886], [2.50214, 1.80950, -1.64898], [0.21139, 2.05610, -0.82714], [-1.03860, -0.53092, 0.18621], [-1.09549, -0.61622, -1.38647], [-0.35927, -1.42922, -2.07850], [0.34954, -2.50336, -1.32394], [0.47399, -2.31624, 0.11848], [-0.20967, -1.41931, 0.81534], [-0.24100, -1.63190, 1.77000], [1.01016, -3.07364, 0.44721], [0.93178, -3.37804, -1.66695], [-0.42665, -1.58633, -3.07880], [-1.55039, 0.02635, -1.80475], [-3.41328, 0.92197, 2.14519], [-3.11737, -0.95044, 1.59616], [-3.73004, -0.08247, -0.81695], [-3.70865, 1.71430, -0.31761], [-5.61179, -0.43710, 0.63820], [-5.81409, 1.34851, 1.17457], [-6.26698, 1.93461, -1.12405], [-7.56190, 0.92979, -0.41287], [-6.26937, 0.13890, -1.77453]]}

=====

(3)
{"formula": "C17H22ClI2OP2Pt", "method": "ωB97M-V with the def2-TZVPD basis set", "orbital_gap_ev": [8.4, 4.0], "multiplicity": 5, "lumo_ev": [-9.12, -13.32], "total_charge": 3, "homo_ev": [-17.491, -17.329], "species": ["I", "I", "Pt", "P", "C", "C", "H", "H", "H", "C", "H", "H", "H", "H", "H", "H", "C", "O", "Cl", "C", "P", "C", "C", "C", "C", "C", "C", "C", "C", "C", "C", "C", "C", "H", "H", "H", "H", "H", "H", "H", "H", "H", "H", "H", "H", "H"], "xyz": [[-1.08037, 4.66172, -2.12408], [-3.32538, 3.28523, -2.41005], [-0.65260, 0.43858, 0.99331], [-2.01758, 1.95980, 2.10004], [-2.67112, 3.34995, 1.16455], [-3.50982, 1.13882, 2.67264], [-0.68123, 2.07081, 4.11647], [-1.79581, 3.47144, 3.90644], [-0.30359, 3.34642, 2.91548], [-1.10620, 2.78295, 3.40477], [-3.28792, 0.28459, 3.32699], [-4.07474, 1.90997, 3.21523], [-3.32877, 3.99791, 1.76902], [-3.26765, 2.92398, 0.32032], [-4.07130, 0.80954, 1.79130], [-1.85557, 3.90493, 0.75246], [-0.75879, 1.08484, -0.72902], [-0.58826, 1.47195, -1.79999], [-0.43372, -0.35107, 3.19281], [0.65809, -2.90125, 1.13928], [0.59309, -1.37344, 0.17801], [2.27415, -0.71860, -0.08745], [2.98879, -0.86634, -1.26674], [4.26774, -0.35238, -1.40233], [4.88942, 0.22362, -0.30097], [4.24513, 0.25306, 0.93397], [2.96027, -0.23940, 1.03698], [0.02241, -1.92143, -1.44857], [-0.79365, -3.07212, -1.55962], [-1.31514, -3.42607, -2.81201], [-1.03976, -2.65789, -3.94456], [-0.26448, -1.49366, -3.82401], [0.25658, -1.13427, -2.59247], [1.32766, -2.72722, 2.00768], [1.10060, -3.68841, 0.49016], [-0.30190, -3.27172, 1.50398], [2.60692, -1.50641, -2.04826], [4.79472, -0.51129, -2.34776], [5.92698, 0.55035, -0.39564], [4.76632, 0.59025, 1.81077], [2.51088, -0.33074, 2.02925], [-1.03662, -3.66086, -0.68621], [-1.93957, -4.31976, -2.89638], [-1.45756, -2.92194, -4.90538], [-0.07852, -0.83153, -4.68626], [0.84787, -0.23292, -2.50417]]}

=====

(4)
{"formula": "C22H17F6IO6", "method": "ωB97M-V with the def2-TZVPD basis set", "smiles": "O=C1c2ccccc2C(=O)c2c(I)cccc21.CCOC(=O)C(F)(F)F.CCOC(=O)C(F)(F)F", "orbital_gap_ev": 8.2, "lumo_ev": -1.07, "homo_ev": -9.277, "species": ["O", "C", "C", "C", "C", "C", "C", "C", "C", "O", "C", "C", "I", "C", "C", "C", "C", "H", "H", "H", "H", "H", "H", "H", "C", "C", "O", "C", "O", "C", "F", "F", "F", "H", "H", "H", "H", "H", "C", "C", "O", "C", "O", "C", "F", "F", "F", "H", "H", "H", "H", "H"], "xyz": [[1.94671, -1.23119, 3.09508], [1.75072, -0.09758, 2.73425], [0.40157, 0.39476, 2.42419], [-0.71751, -0.22426, 2.97113], [-1.97918, 0.25666, 2.63384], [-2.11813, 1.32554, 1.75696], [-1.00245, 1.94002, 1.19892], [0.25440, 1.46185, 1.53992], [1.47410, 2.04226, 0.92230], [1.41786, 2.51530, -0.18128], [2.73673, 1.95663, 1.70051], [3.79934, 2.85598, 1.60533], [3.72191, 4.57046, 0.38141], [4.95392, 2.67117, 2.36029], [5.08349, 1.57524, 3.20549], [4.03806, 0.67176, 3.30912], [2.87423, 0.86541, 2.58108], [-0.61430, -1.05952, 3.64344], [-2.83957, -0.23455, 3.05854], [-3.09261, 1.69357, 1.47666], [-1.11536, 2.75982, 0.51013], [5.74384, 3.39788, 2.27049], [5.99409, 1.45390, 3.76794], [4.13832, -0.18011, 3.96422], [-1.23809, 0.89998, -2.56129], [-1.54620, 2.03073, -3.51564], [-2.77706, 1.79074, -4.22894], [-3.88954, 2.08776, -3.57714], [-3.98077, 2.53413, -2.47114], [-5.10466, 1.80895, -4.47887], [-4.99094, 0.62806, -5.09556], [-5.20235, 2.76408, -5.41428], [-6.22489, 1.80621, -3.76311], [-1.21241, -0.05428, -3.08852], [-0.27227, 1.06552, -2.08367], [-1.99688, 0.82611, -1.78237], [-0.77977, 2.10991, -4.28329], [-1.60480, 2.98829, -2.99997], [1.13382, -3.96588, 1.64762], [1.60316, -3.74857, 0.22772], [0.67247, -4.30011, -0.72693], [-0.37357, -3.54172, -1.01499], [-0.61858, -2.45438, -0.58094], [-1.25101, -4.25033, -2.06136], [-1.43234, -5.53853, -1.75157], [-0.66235, -4.18576, -3.26387], [-2.44108, -3.66379, -2.14467], [0.95967, -5.02611, 1.83812], [1.88025, -3.59756, 2.34718], [0.20111, -3.43538, 1.83656], [2.54197, -4.26763, 0.04720], [1.75692, -2.69141, 0.01375]]}

=====

Please write out number 3 again, unchanged.
{"formula": "C17H22ClI2OP2Pt", "method": "ωB97M-V with the def2-TZVPD basis set", "orbital_gap_ev": [8.4, 4.0], "multiplicity": 5, "lumo_ev": [-9.12, -13.32], "total_charge": 3, "homo_ev": [-17.491, -17.329], "species": ["I", "I", "Pt", "P", "C", "C", "H", "H", "H", "C", "H", "H", "H", "H", "H", "H", "C", "O", "Cl", "C", "P", "C", "C", "C", "C", "C", "C", "C", "C", "C", "C", "C", "C", "H", "H", "H", "H", "H", "H", "H", "H", "H", "H", "H", "H", "H"], "xyz": [[-1.08037, 4.66172, -2.12408], [-3.32538, 3.28523, -2.41005], [-0.65260, 0.43858, 0.99331], [-2.01758, 1.95980, 2.10004], [-2.67112, 3.34995, 1.16455], [-3.50982, 1.13882, 2.67264], [-0.68123, 2.07081, 4.11647], [-1.79581, 3.47144, 3.90644], [-0.30359, 3.34642, 2.91548], [-1.10620, 2.78295, 3.40477], [-3.28792, 0.28459, 3.32699], [-4.07474, 1.90997, 3.21523], [-3.32877, 3.99791, 1.76902], [-3.26765, 2.92398, 0.32032], [-4.07130, 0.80954, 1.79130], [-1.85557, 3.90493, 0.75246], [-0.75879, 1.08484, -0.72902], [-0.58826, 1.47195, -1.79999], [-0.43372, -0.35107, 3.19281], [0.65809, -2.90125, 1.13928], [0.59309, -1.37344, 0.17801], [2.27415, -0.71860, -0.08745], [2.98879, -0.86634, -1.26674], [4.26774, -0.35238, -1.40233], [4.88942, 0.22362, -0.30097], [4.24513, 0.25306, 0.93397], [2.96027, -0.23940, 1.03698], [0.02241, -1.92143, -1.44857], [-0.79365, -3.07212, -1.55962], [-1.31514, -3.42607, -2.81201], [-1.03976, -2.65789, -3.94456], [-0.26448, -1.49366, -3.82401], [0.25658, -1.13427, -2.59247], [1.32766, -2.72722, 2.00768], [1.10060, -3.68841, 0.49016], [-0.30190, -3.27172, 1.50398], [2.60692, -1.50641, -2.04826], [4.79472, -0.51129, -2.34776], [5.92698, 0.55035, -0.39564], [4.76632, 0.59025, 1.81077], [2.51088, -0.33074, 2.02925], [-1.03662, -3.66086, -0.68621], [-1.93957, -4.31976, -2.89638], [-1.45756, -2.92194, -4.90538], [-0.07852, -0.83153, -4.68626], [0.84787, -0.23292, -2.50417]]}